No. 1
C7H18FN8O7 | the ωB97M-V functional and the def2-TZVPD basis

The HOMO-LUMO gap is 0.2506 Eh. The calculation puts the LUMO energy at 0.100 Eh. The spin multiplicity is 1. For the total energy, the calculation gives -36527.672 eV. The calculation puts the HOMO energy at -4.11 eV. The net charge is -1.

Cartesian coordinates (Å):
O: 1.03 1.52 -0.60
C: 0.35 0.98 -1.50
O: -0.13 1.66 -2.46
C: 0.12 -0.59 -1.30
C: 1.43 -1.33 -0.97
O: 1.82 -1.35 0.16
F: 2.10 -1.98 -1.96
H: -0.50 -0.66 -0.37
H: -0.46 -1.07 -2.11
C: 0.84 -0.62 -5.06
O: 0.53 -1.63 -4.45
N: -0.07 0.32 -5.41
N: 2.13 -0.35 -5.43
H: 0.16 1.16 -5.90
H: -1.02 0.15 -5.14
H: 2.83 -1.03 -5.18
H: 2.41 0.47 -5.93
C: -0.81 0.45 2.34
O: -1.30 0.69 1.26
N: -1.45 0.76 3.52
N: 0.41 -0.13 2.50
H: -1.07 0.58 4.43
H: -2.36 1.20 3.45
H: 0.93 -0.38 1.66
H: 0.81 -0.33 3.39
C: -0.63 -4.02 1.25
O: -1.44 -3.14 1.00
N: 0.67 -3.95 0.87
N: -0.97 -5.16 1.93
H: 1.35 -4.66 1.06
H: 0.96 -3.13 0.36
H: -1.93 -5.25 2.23
H: -0.33 -5.90 2.14
C: -0.75 4.92 2.13
O: -0.64 5.72 1.21
N: -0.47 3.60 2.01
N: -1.17 5.31 3.38
H: -0.56 2.94 2.76
H: -0.16 3.27 1.10
H: -1.39 6.28 3.51
H: -1.27 4.67 4.15

=====

No. 2
C44H84F4O24 | the ωB97M-V functional and the def2-TZVPD basis

The HOMO-LUMO gap is 0.3661 Eh. The calculation puts the LUMO energy at 0.012 Eh. The spin multiplicity is 1. For the total energy, the calculation gives -107000.614 eV. The calculation puts the HOMO energy at -9.63 eV.

Cartesian coordinates (Å):
O: 4.60 13.03 3.09
C: 4.26 13.62 4.06
O: 4.42 14.93 4.26
C: 3.85 15.33 5.49
C: 3.16 14.06 6.01
F: 1.81 14.16 5.94
O: 3.62 13.05 5.12
H: 4.58 15.68 6.22
H: 3.08 16.08 5.32
H: 3.50 13.73 6.99
O: -1.70 12.94 -3.46
C: -1.06 12.97 -4.46
O: -0.16 12.08 -4.87
C: 0.52 12.69 -5.96
C: -0.54 13.60 -6.56
F: -1.25 13.01 -7.57
O: -1.29 13.94 -5.43
H: 1.39 13.28 -5.68
H: 0.85 11.97 -6.72
H: -0.01 14.46 -6.97
O: 2.72 18.18 -0.69
C: 3.68 17.68 -0.22
O: 4.93 17.72 -0.73
C: 5.75 16.76 -0.07
C: 4.93 16.40 1.16
F: 5.33 17.11 2.27
O: 3.64 16.85 0.84
H: 5.90 15.87 -0.68
H: 6.69 17.24 0.20
H: 4.96 15.34 1.43
O: -6.63 8.63 2.29
C: -5.99 9.54 1.85
O: -4.92 9.45 1.08
C: -4.33 10.73 0.98
C: -5.52 11.65 1.18
F: -6.19 11.82 0.01
O: -6.33 10.85 2.04
H: -3.57 10.84 1.77
H: -3.74 10.84 0.07
H: -5.23 12.59 1.64
C: 0.73 15.77 2.65
C: -0.45 14.81 2.59
O: -1.17 15.07 1.39
C: -2.29 14.37 1.18
C: -2.92 14.68 -0.16
O: -2.77 13.60 1.97
H: 1.26 15.85 1.70
H: 1.42 15.42 3.43
H: 0.39 16.75 2.99
H: -0.16 13.76 2.62
H: -1.00 15.03 3.51
H: -2.49 14.16 -1.02
H: -2.73 15.75 -0.29
H: -3.99 14.49 -0.09
C: -6.36 15.81 1.27
C: -6.92 15.81 -0.13
O: -6.32 14.73 -0.87
C: -6.09 14.89 -2.17
C: -5.57 13.57 -2.71
O: -6.31 15.86 -2.84
H: -5.29 15.96 1.32
H: -6.56 14.84 1.75
H: -6.82 16.60 1.87
H: -8.01 15.72 -0.10
H: -6.69 16.75 -0.63
H: -6.09 12.72 -2.27
H: -4.51 13.47 -2.47
H: -5.68 13.50 -3.79
C: -6.05 9.32 6.98
C: -5.68 9.95 5.64
O: -4.26 10.07 5.58
C: -3.77 11.03 4.79
C: -2.27 10.92 4.63
O: -4.39 11.93 4.32
H: -7.08 8.97 7.05
H: -5.93 10.08 7.75
H: -5.43 8.46 7.23
H: -6.00 9.34 4.79
H: -6.28 10.86 5.59
H: -1.90 9.90 4.65
H: -1.79 11.46 5.45
H: -1.94 11.34 3.68
C: -4.27 18.59 -1.65
C: -4.88 19.94 -1.33
O: -5.43 20.47 -2.53
C: -6.07 21.64 -2.46
C: -6.50 22.15 -3.80
O: -6.19 22.28 -1.45
H: -5.01 17.98 -2.20
H: -4.02 17.99 -0.78
H: -3.46 18.68 -2.37
H: -5.66 19.87 -0.56
H: -4.14 20.61 -0.89
H: -7.44 21.69 -4.13
H: -5.74 21.91 -4.54
H: -6.63 23.22 -3.74
C: -1.37 16.53 -2.80
C: -0.65 17.62 -2.05
O: -1.38 17.82 -0.85
C: -0.77 18.85 -0.06
C: -1.49 18.87 1.26
H: -2.45 16.66 -2.85
H: -1.00 16.39 -3.82
H: -1.19 15.55 -2.33
H: 0.34 17.24 -1.80
H: -0.61 18.53 -2.65
H: 0.30 18.63 0.01
H: -0.90 19.82 -0.57
H: -2.56 19.09 1.14
H: -1.13 19.66 1.92
H: -1.55 17.88 1.71
C: 1.11 12.48 -0.03
C: 0.98 13.24 -1.32
O: 2.26 13.71 -1.68
C: 2.27 14.78 -2.61
C: 3.74 14.95 -2.97
H: 1.68 13.05 0.70
H: 0.12 12.20 0.34
H: 1.73 11.59 -0.18
H: 0.50 12.68 -2.14
H: 0.23 14.03 -1.13
H: 1.66 14.60 -3.50
H: 1.87 15.68 -2.12
H: 3.89 15.82 -3.62
H: 3.99 14.06 -3.56
H: 4.38 14.94 -2.10
C: 1.87 17.49 8.64
C: 1.38 18.17 7.37
O: 2.35 17.95 6.37
C: 2.21 18.90 5.30
C: 3.39 18.73 4.36
H: 2.65 18.12 9.06
H: 1.07 17.27 9.35
H: 2.29 16.50 8.46
H: 0.36 17.82 7.11
H: 1.18 19.22 7.61
H: 1.28 18.63 4.81
H: 2.21 19.92 5.68
H: 3.40 19.48 3.57
H: 3.42 17.75 3.89
H: 4.32 18.82 4.93
C: 2.72 6.93 6.03
C: 1.53 7.75 5.62
O: 1.92 8.66 4.61
C: 0.96 9.65 4.35
C: 1.56 10.69 3.40
H: 3.09 6.35 5.19
H: 3.55 7.57 6.35
H: 2.51 6.29 6.89
H: 0.67 7.14 5.32
H: 1.18 8.35 6.48
H: 0.01 9.24 4.01
H: 0.78 10.24 5.26
H: 2.19 10.26 2.62
H: 2.19 11.40 3.94
H: 0.79 11.29 2.91

=====

No. 3
C28H39ClN13 | the ωB97M-V functional and the def2-TZVPD basis

The HOMO-LUMO gap is 0.3121 Eh. The calculation puts the LUMO energy at -0.122 Eh. The spin multiplicity is 1. For the total energy, the calculation gives -61550.751 eV. The calculation puts the HOMO energy at -11.81 eV. The net charge is +1.

Cartesian coordinates (Å):
C: 2.44 -3.35 -0.81
C: 2.31 -1.83 -0.97
C: 3.36 -0.96 -0.68
C: 3.16 0.42 -0.85
C: 1.94 0.90 -1.30
C: 0.87 0.05 -1.60
C: -0.48 0.61 -2.08
N: -1.43 -0.49 -2.16
C: -2.27 -1.03 -1.25
N: -2.35 -0.55 -0.03
N: -2.96 -2.09 -1.77
C: -2.51 -2.19 -3.01
N: -1.60 -1.25 -3.27
Cl: -0.81 -1.14 -4.75
C: 1.08 -1.32 -1.42
H: 3.45 -3.65 -0.54
H: 2.12 -3.78 -1.77
H: 1.68 -3.66 -0.09
H: 4.31 -1.35 -0.32
H: 3.99 1.08 -0.63
H: 1.85 1.99 -1.39
H: -0.33 1.07 -3.06
H: -0.84 1.37 -1.38
H: -2.67 -1.09 0.76
H: -2.00 0.40 0.13
H: -2.88 -2.96 -3.67
H: 0.30 -2.06 -1.62
C: 3.23 1.47 3.09
C: 4.39 0.84 2.47
N: 5.29 0.35 1.96
H: 3.48 2.48 3.41
H: 2.40 1.51 2.38
H: 2.92 0.90 3.97
C: -4.25 3.12 -1.60
C: -3.50 2.63 -0.44
N: -2.92 2.30 0.51
H: -4.02 2.50 -2.47
H: -5.32 3.06 -1.41
H: -3.99 4.15 -1.81
C: -3.88 2.67 4.95
C: -3.53 2.78 3.53
N: -3.26 2.87 2.41
H: -2.99 2.76 5.56
H: -4.58 3.46 5.22
H: -4.35 1.71 5.14
C: 2.24 -0.69 -7.08
C: 2.52 0.03 -8.33
N: 2.73 0.59 -9.30
H: 2.24 -1.77 -7.27
H: 3.01 -0.46 -6.34
H: 1.27 -0.40 -6.69
C: 8.80 -0.57 2.15
C: 9.93 -1.21 1.48
N: 10.81 -1.72 0.95
H: 9.08 0.43 2.47
H: 7.96 -0.50 1.46
H: 8.51 -1.15 3.02
C: -8.70 4.64 -1.13
C: -7.75 4.43 -2.23
N: -7.02 4.27 -3.09
H: -9.66 4.95 -1.53
H: -8.82 3.72 -0.57
H: -8.32 5.42 -0.46
C: -2.19 -3.86 3.07
C: -2.74 -2.51 2.93
N: -3.19 -1.46 2.82
H: -2.90 -4.50 3.58
H: -1.97 -4.27 2.09
H: -1.26 -3.81 3.65
C: -7.90 1.99 5.45
C: -7.55 3.08 6.37
N: -7.27 3.93 7.09
H: -7.68 1.03 5.91
H: -8.96 2.03 5.22
H: -7.33 2.08 4.53
C: 9.94 -4.44 -1.26
C: 8.78 -5.33 -1.25
N: 7.87 -6.03 -1.24
H: 9.68 -3.50 -0.77
H: 10.77 -4.90 -0.73
H: 10.24 -4.24 -2.29

=====

What did the first record say?
C7H18FN8O7 | the ωB97M-V functional and the def2-TZVPD basis

The HOMO-LUMO gap is 0.2506 Eh. The calculation puts the LUMO energy at 0.100 Eh. The spin multiplicity is 1. For the total energy, the calculation gives -36527.672 eV. The calculation puts the HOMO energy at -4.11 eV. The net charge is -1.

Cartesian coordinates (Å):
O: 1.03 1.52 -0.60
C: 0.35 0.98 -1.50
O: -0.13 1.66 -2.46
C: 0.12 -0.59 -1.30
C: 1.43 -1.33 -0.97
O: 1.82 -1.35 0.16
F: 2.10 -1.98 -1.96
H: -0.50 -0.66 -0.37
H: -0.46 -1.07 -2.11
C: 0.84 -0.62 -5.06
O: 0.53 -1.63 -4.45
N: -0.07 0.32 -5.41
N: 2.13 -0.35 -5.43
H: 0.16 1.16 -5.90
H: -1.02 0.15 -5.14
H: 2.83 -1.03 -5.18
H: 2.41 0.47 -5.93
C: -0.81 0.45 2.34
O: -1.30 0.69 1.26
N: -1.45 0.76 3.52
N: 0.41 -0.13 2.50
H: -1.07 0.58 4.43
H: -2.36 1.20 3.45
H: 0.93 -0.38 1.66
H: 0.81 -0.33 3.39
C: -0.63 -4.02 1.25
O: -1.44 -3.14 1.00
N: 0.67 -3.95 0.87
N: -0.97 -5.16 1.93
H: 1.35 -4.66 1.06
H: 0.96 -3.13 0.36
H: -1.93 -5.25 2.23
H: -0.33 -5.90 2.14
C: -0.75 4.92 2.13
O: -0.64 5.72 1.21
N: -0.47 3.60 2.01
N: -1.17 5.31 3.38
H: -0.56 2.94 2.76
H: -0.16 3.27 1.10
H: -1.39 6.28 3.51
H: -1.27 4.67 4.15